ORCA calculation (wB97M-V/def2-TZVPD) on a molecular structure, C30H53Br3N3ORuSi in a non-equilibrium geometry.

Computed properties:
- gap between HOMO and LUMO (alpha / beta) (eV) = 6.523 / 6.620
- spin multiplicity = 2
- HOMO level (alpha / beta) (eV) = -6.46 / -6.42
- energy above the lowest of the compared OMol25 structures with the same formula, charge and spin (eV) = 3.261

Structure (XYZ):
```
92
Properties=species:S:1:pos:R:3:mulliken_spin:R:1
Ru 0.337 -1.103 -0.582 0.863
N 0.232 -2.317 1.594 0.020
C -0.077 -1.520 2.792 -0.016
C 1.156 -0.798 3.328 0.005
C 1.712 0.250 2.368 -0.006
C 0.674 1.304 1.968 -0.006
N 0.202 1.058 0.608 0.000
H -0.502 -3.017 1.487 -0.003
H 1.109 -2.819 1.746 0.004
H -0.473 -2.165 3.591 0.001
H -0.853 -0.802 2.516 0.003
H 1.940 -1.531 3.540 -0.001
H 0.888 -0.323 4.273 0.000
H 2.039 -0.242 1.449 0.011
H 2.588 0.719 2.816 0.000
H 1.119 2.303 2.052 0.000
H -0.183 1.265 2.642 -0.001
H 0.877 1.446 -0.053 0.002
H -0.709 1.478 0.451 0.005
Br 5.023 0.675 0.353 0.000
C 4.656 -0.660 -0.946 0.003
C 5.679 -1.409 -1.496 -0.002
C 5.390 -2.379 -2.434 0.004
Br 6.857 -3.350 -3.190 0.000
C 4.065 -2.681 -2.802 -0.003
C 3.672 -3.644 -3.753 0.007
C 2.328 -3.849 -3.991 -0.003
C 1.388 -3.149 -3.241 -0.003
N 1.718 -2.242 -2.334 0.004
C 3.027 -1.951 -2.165 -0.012
C 3.307 -0.848 -1.287 0.008
O 2.367 -0.119 -0.828 0.007
H 6.698 -1.226 -1.192 0.000
H 4.417 -4.201 -4.301 0.001
H 2.002 -4.555 -4.741 0.000
H 0.328 -3.288 -3.405 0.002
C -1.808 -3.431 -1.368 0.006
C -2.428 -2.139 -1.940 -0.010
C -2.910 -2.388 -3.379 0.006
C -3.643 -1.741 -1.071 0.009
C -1.454 -1.008 -1.894 0.118
H -2.572 -4.111 -0.992 0.003
H -1.116 -3.159 -0.555 -0.006
H -1.230 -3.962 -2.121 -0.002
H -3.584 -3.244 -3.417 0.002
H -2.061 -2.587 -4.028 0.000
H -3.427 -1.512 -3.762 -0.001
H -4.389 -2.534 -1.045 0.000
H -4.108 -0.841 -1.468 -0.003
H -3.302 -1.532 -0.058 -0.001
H -1.806 -0.128 -2.446 -0.018
C -4.328 1.247 4.825 0.000
C -4.481 2.524 3.992 0.000
C -5.474 3.450 4.697 0.000
C -3.106 3.206 3.990 0.000
Si -5.085 2.075 2.194 -0.001
Br -3.240 1.075 1.366 0.003
C -5.349 3.598 1.009 0.000
C -4.327 4.702 1.298 0.000
C -5.168 3.211 -0.463 0.000
C -6.748 4.189 1.205 0.000
C -6.427 0.669 2.080 0.000
C -7.616 0.995 2.987 0.000
C -6.937 0.519 0.643 0.000
C -5.872 -0.707 2.467 0.000
H -3.947 1.496 5.815 0.000
H -3.619 0.562 4.361 0.000
H -5.280 0.739 4.960 0.000
H -5.120 3.671 5.705 0.000
H -6.459 2.996 4.780 0.000
H -5.575 4.397 4.171 0.000
H -2.746 3.293 5.015 0.000
H -3.146 4.207 3.573 0.000
H -2.371 2.629 3.432 0.000
H -3.308 4.325 1.219 0.000
H -4.479 5.132 2.285 0.000
H -4.439 5.505 0.570 0.000
H -4.156 2.860 -0.654 0.000
H -5.335 4.084 -1.093 0.000
H -5.863 2.440 -0.779 0.000
H -6.911 4.479 2.241 0.000
H -7.526 3.484 0.920 0.000
H -6.868 5.080 0.589 0.000
H -8.020 1.983 2.766 0.000
H -7.329 0.963 4.038 0.000
H -8.409 0.262 2.832 0.000
H -7.553 1.365 0.344 0.000
H -7.548 -0.381 0.566 0.000
H -6.111 0.413 -0.060 0.000
H -5.426 -0.726 3.455 0.000
H -5.123 -1.044 1.753 0.000
H -6.685 -1.433 2.457 0.000
```

ORCA calculation (wB97M-V/def2-TZVPD) on a molecular structure, C30H53IrN2O6SSi.

Computed properties:
- gap between HOMO and LUMO (alpha / beta) (eV) = 8.564 / 5.957
- spin multiplicity = 6
- charge = +1
- HOMO level (alpha / beta) (eV) = -10.43 / -11.71

Structure (XYZ):
```
94
Properties=species:S:1:pos:R:3:mulliken_spin:R:1
Ir -1.622 -0.061 0.784 2.328
C -4.567 -0.231 0.898 0.137
C -4.136 1.017 1.362 0.324
C -3.133 0.798 2.408 0.079
C -2.961 -0.603 2.554 0.284
C -3.863 -1.241 1.597 0.366
C -4.023 -2.697 1.366 -0.045
C -2.300 -1.274 3.717 0.001
C -2.617 1.844 3.343 0.003
C -4.554 2.366 0.903 0.003
C -5.572 -0.522 -0.161 0.013
H -5.058 -2.994 1.554 0.021
H -3.375 -3.296 2.001 -0.004
H -3.812 -2.939 0.320 0.034
H -2.960 -1.233 4.587 0.006
H -1.365 -0.786 3.983 0.005
H -2.083 -2.321 3.511 0.003
H -1.538 1.980 3.258 0.013
H -2.832 1.567 4.377 0.006
H -3.086 2.807 3.149 0.002
H -5.133 2.874 1.679 0.016
H -5.172 2.315 0.009 -0.002
H -3.684 2.988 0.686 0.015
H -6.433 -1.048 0.259 0.007
H -5.147 -1.163 -0.934 0.006
H -5.945 0.387 -0.626 -0.003
C 2.883 -3.224 -1.330 0.000
C 3.140 -2.598 0.027 -0.017
C 4.621 -2.617 0.367 0.003
C 2.307 -3.265 1.110 0.040
O 2.705 -1.211 -0.104 0.067
Si 2.502 -0.029 0.959 -0.050
S 0.388 -0.186 1.709 0.937
O 2.563 1.442 0.332 0.054
C 3.047 1.981 -0.932 0.005
C 2.110 1.503 -2.026 0.000
C 2.987 3.489 -0.770 -0.001
C 4.470 1.501 -1.161 0.002
O 3.385 -0.239 2.276 0.025
C 3.805 0.613 3.382 -0.017
C 2.680 1.558 3.773 0.039
C 5.029 1.380 2.914 0.002
C 4.143 -0.338 4.516 -0.001
H 3.190 -4.270 -1.326 0.000
H 3.447 -2.703 -2.104 0.000
H 1.823 -3.177 -1.579 0.001
H 4.974 -3.648 0.415 0.000
H 4.810 -2.145 1.329 0.000
H 5.194 -2.099 -0.402 0.000
H 2.585 -4.314 1.204 0.000
H 1.245 -3.213 0.863 -0.012
H 2.473 -2.789 2.079 -0.002
H 1.100 1.835 -1.795 0.000
H 2.124 0.414 -2.097 -0.001
H 2.406 1.914 -2.992 0.000
H 1.969 3.806 -0.546 0.000
H 3.311 3.978 -1.689 0.000
H 3.639 3.814 0.040 0.000
H 4.508 0.416 -1.262 0.000
H 5.116 1.806 -0.339 0.000
H 4.863 1.940 -2.079 0.000
H 2.388 2.194 2.936 0.002
H 3.014 2.205 4.584 0.000
H 1.810 1.003 4.123 -0.008
H 4.770 2.045 2.090 -0.001
H 5.806 0.692 2.582 0.001
H 5.430 1.987 3.726 0.000
H 3.258 -0.897 4.822 0.000
H 4.516 0.216 5.377 0.000
H 4.910 -1.045 4.203 0.000
C -4.598 0.687 -3.866 0.000
C -3.564 -0.272 -4.429 -0.002
C -2.194 -0.218 -3.718 -0.007
C -1.207 -1.154 -4.442 0.003
C 0.185 -1.154 -3.832 -0.005
C -1.688 1.212 -3.842 0.000
O -1.421 1.719 -4.898 0.002
N -1.571 1.963 -2.667 0.007
C -1.648 1.424 -1.427 -0.037
O -1.403 2.068 -0.389 0.138
N -1.989 0.127 -1.255 0.217
C -2.345 -0.719 -2.281 -0.021
O -2.716 -1.846 -2.036 0.017
H -5.548 0.574 -4.387 0.000
H -4.291 1.729 -3.980 0.000
H -4.783 0.502 -2.809 0.001
H -3.381 -0.047 -5.481 0.000
H -3.909 -1.305 -4.364 0.000
H -1.167 -0.837 -5.484 0.000
H -1.641 -2.155 -4.411 0.000
H 0.652 -0.169 -3.898 0.000
H 0.835 -1.854 -4.355 0.000
H 0.165 -1.451 -2.780 0.002
H -1.249 2.918 -2.759 -0.001
```

ORCA calculation (wB97M-V/def2-TZVPD) on a molecular structure, C30H54BGaN16O6PS in a non-equilibrium geometry.

Computed properties:
- gap between HOMO and LUMO (eV) = 5.511
- spin multiplicity = 1
- charge = -1
- HOMO level (eV) = -3.79

Structure (XYZ):
```
110
Properties=species:S:1:pos:R:3:mulliken_charge:R:1
N 0.151 -3.238 3.238 -0.843
P 1.756 -3.350 3.068 0.328
Ga 2.535 -3.550 0.847 -0.883
C 1.010 -3.481 -0.571 0.571
C -0.385 -3.889 0.053 -0.574
C -1.400 -2.725 0.299 -1.016
S -0.680 -1.053 0.421 0.941
O 0.552 -0.928 1.188 -0.220
O -0.505 -0.530 -0.941 -0.684
O -1.879 -0.091 1.100 -0.498
C 3.952 -2.076 0.403 -0.501
O 4.186 -1.330 1.668 -0.061
N 5.514 -1.466 1.972 0.114
O 5.605 -1.466 3.162 -0.383
B 3.391 -5.496 0.695 0.821
N 3.053 -6.458 -0.374 -0.681
O 4.321 -5.867 1.729 -0.458
H -0.101 -2.350 3.671 0.283
H 2.163 -4.505 3.840 -0.002
H 2.322 -2.158 3.634 0.001
H 1.285 -4.301 -1.296 -0.727
H 1.010 -2.539 -1.173 0.378
H -0.881 -4.589 -0.687 0.104
H -0.176 -4.522 0.953 0.293
H -1.914 -2.932 1.284 0.452
H -2.227 -2.726 -0.465 0.588
H -2.698 -0.432 0.688 0.317
H 4.917 -2.511 0.031 0.528
H 3.593 -1.370 -0.402 0.206
H 2.790 -5.971 -1.235 0.216
H 2.288 -7.070 -0.072 0.249
H 3.936 -5.543 2.565 0.175
C 1.049 3.093 2.907 -0.876
C 0.955 1.696 2.500 0.762
N 0.886 0.587 2.179 -0.559
H 0.072 3.574 2.936 0.008
H 1.487 3.190 3.901 0.292
H 1.673 3.666 2.221 0.284
C -2.401 5.193 1.175 -0.288
C -1.497 5.607 2.242 0.214
N -0.791 5.947 3.082 -0.458
H -2.962 6.039 0.776 0.131
H -1.858 4.743 0.342 0.363
H -3.126 4.461 1.522 -0.022
C -4.243 1.725 -0.057 -0.576
C -4.849 2.929 0.507 0.398
N -5.351 3.863 0.947 -0.430
H -3.783 1.105 0.708 -0.040
H -4.990 1.111 -0.564 0.434
H -3.471 1.968 -0.789 0.319
C -0.298 -6.181 -4.033 -0.436
C 1.073 -5.830 -3.683 0.396
N 2.148 -5.543 -3.405 -0.494
H -0.966 -6.104 -3.174 0.225
H -0.691 -5.521 -4.809 -0.102
H -0.368 -7.203 -4.408 0.346
C 6.438 1.941 1.670 -0.520
C 6.767 3.054 0.782 0.295
N 7.026 3.922 0.077 -0.446
H 6.106 2.292 2.648 0.297
H 5.639 1.324 1.257 0.086
H 7.298 1.290 1.833 0.309
C -2.154 -5.782 -8.290 -0.882
C -2.663 -5.206 -7.051 0.446
N -3.046 -4.740 -6.076 -0.409
H -1.460 -5.102 -8.787 0.290
H -1.622 -6.716 -8.107 0.264
H -2.962 -5.997 -8.991 0.322
C -6.546 -5.718 -4.974 -0.727
C -5.588 -6.255 -4.016 0.328
N -4.831 -6.676 -3.264 -0.356
H -6.045 -5.322 -5.859 0.227
H -7.247 -6.483 -5.310 0.271
H -7.132 -4.906 -4.541 0.254
C 6.721 -7.811 3.247 -0.652
C 6.004 -7.485 4.474 0.366
N 5.440 -7.231 5.441 -0.407
H 7.802 -7.749 3.387 0.285
H 6.495 -8.822 2.907 0.249
H 6.457 -7.130 2.436 0.166
C -5.700 7.804 -0.985 -0.588
C -4.812 6.824 -1.604 0.322
N -4.115 6.053 -2.089 -0.431
H -5.145 8.531 -0.391 0.137
H -6.265 8.361 -1.733 0.352
H -6.423 7.327 -0.321 0.195
C -6.442 8.438 2.850 -0.827
C -6.194 9.558 1.947 0.449
N -6.002 10.439 1.236 -0.479
H -6.844 8.777 3.806 0.314
H -7.160 7.734 2.427 0.319
H -5.529 7.886 3.060 0.304
C 0.171 -1.841 -4.774 -0.737
C 0.251 -2.677 -5.969 0.336
N 0.319 -3.336 -6.907 -0.418
H -0.367 -2.344 -3.969 0.156
H 1.162 -1.589 -4.396 0.288
H -0.350 -0.904 -4.977 0.383
C 6.432 5.955 3.283 -0.736
C 5.026 5.663 3.521 0.373
N 3.919 5.434 3.713 -0.360
H 7.063 5.555 4.079 0.254
H 6.782 5.522 2.344 0.145
H 6.616 7.029 3.234 0.306
C -1.036 9.719 2.484 -0.917
C -2.417 9.287 2.660 0.268
N -3.501 8.940 2.798 -0.267
H -0.406 9.382 3.308 0.280
H -0.608 9.320 1.563 0.264
H -0.961 10.806 2.436 0.336
```

Number 1: molecular weight 840.642 g/mol. Number 2: molecular weight 790.132 g/mol. Number 3: molecular weight 878.444 g/mol.